Here is a cluster of 9 separate species, C32H96N8O12P in total from OMol25. Energies are from ωB97M-V with the def2-TZVPD basis set.

```
149
C32H96N8O12P, DFT ωB97M-V with the def2-TZVPD basis set
P -0.267 0.252 0.563
O 1.354 0.266 0.661
O -0.813 -0.601 1.703
O -0.720 -0.557 -0.715
O -0.992 1.701 0.556
C 5.184 1.422 2.273
C 4.210 2.220 1.351
C 4.742 3.563 0.687
O 3.596 4.237 0.134
C 3.812 5.244 -0.926
N 3.713 1.337 0.154
H 3.205 1.818 -0.574
H 4.396 0.774 -0.333
H 3.013 0.700 0.506
H 4.691 0.587 2.772
H 5.484 2.065 3.101
H 6.169 1.060 1.978
H 3.294 2.510 1.865
H 5.633 3.462 0.068
H 5.167 4.314 1.353
H 2.872 5.548 -1.385
H 4.600 4.938 -1.615
H 4.294 6.027 -0.341
C 2.510 -0.207 -4.581
C 1.599 -1.072 -3.703
C 1.890 -2.483 -3.953
O 1.153 -3.200 -2.959
C 1.437 -4.618 -3.180
N 1.709 -0.590 -2.174
H 0.828 -0.739 -1.702
H 2.415 -1.159 -1.729
H 1.939 0.383 -2.031
H 2.211 0.836 -4.686
H 2.578 -0.554 -5.611
H 3.499 -0.201 -4.123
H 0.621 -0.962 -4.171
H 2.940 -2.762 -3.859
H 1.603 -2.637 -4.993
H 0.846 -5.219 -2.489
H 2.470 -4.798 -2.882
H 1.161 -4.909 -4.193
C 1.724 0.913 4.077
C 0.811 -0.057 4.906
C 0.660 0.543 6.374
O -0.375 -0.075 7.260
C -0.217 -1.459 7.508
N -0.569 -0.002 4.255
H -1.050 0.883 4.332
H -0.461 -0.285 3.292
H -1.097 -0.744 4.693
H 1.851 0.612 3.037
H 2.665 1.061 4.605
H 1.380 1.946 4.032
H 1.193 -1.075 4.830
H 0.360 1.584 6.258
H 1.569 0.593 6.973
H -1.220 -1.853 7.677
H 0.398 -1.503 8.407
H 0.358 -1.878 6.684
C -1.922 -4.969 -0.455
C -1.618 -3.556 -0.841
C -1.884 -3.224 -2.318
O -3.288 -3.590 -2.646
C -3.482 -4.207 -3.830
N -2.202 -2.638 0.115
H -1.670 -1.780 0.104
H -3.151 -2.330 -0.044
H -1.999 -2.922 1.063
H -1.266 -5.628 -1.023
H -2.996 -5.108 -0.575
H -1.625 -5.146 0.579
H -0.546 -3.415 -0.701
H -1.216 -3.861 -2.898
H -1.780 -2.148 -2.458
H -2.848 -5.093 -3.857
H -3.095 -3.641 -4.678
H -4.551 -4.419 -3.872
C 2.993 -2.872 3.195
C 2.602 -3.287 1.845
C 2.597 -4.816 1.519
O 2.155 -5.215 0.212
C 2.245 -6.613 -0.062
N 1.327 -2.526 1.540
H 1.509 -1.558 1.316
H 1.000 -2.822 0.632
H 0.579 -2.705 2.195
H 3.842 -3.536 3.361
H 2.263 -3.048 3.986
H 3.249 -1.816 3.276
H 3.324 -2.868 1.144
H 1.765 -5.105 2.161
H 3.479 -5.349 1.873
H 3.250 -7.029 -0.131
H 1.821 -6.586 -1.066
H 1.565 -7.028 0.683
C 1.028 4.495 1.933
C -0.162 5.176 1.151
C 0.218 5.933 -0.141
O -0.963 6.572 -0.655
C -0.750 7.273 -1.863
N -1.385 4.284 1.049
H -1.781 4.060 1.951
H -2.080 4.589 0.383
H -1.087 3.339 0.856
H 0.726 4.260 2.954
H 1.977 5.032 1.918
H 1.428 3.568 1.521
H -0.564 5.872 1.888
H 0.613 5.255 -0.898
H 1.074 6.585 0.028
H -1.508 7.958 -2.245
H -0.604 6.658 -2.751
H 0.215 7.779 -1.872
C -2.084 4.032 -3.107
C -2.127 2.466 -3.074
C -1.719 1.855 -4.443
O -1.753 0.433 -4.496
C -1.729 -0.326 -5.756
N -1.069 1.950 -2.106
H -0.165 2.348 -2.315
H -1.194 1.973 -1.104
H -1.069 0.941 -2.159
H -1.201 4.506 -3.536
H -2.233 4.597 -2.187
H -2.863 4.387 -3.782
H -3.059 2.139 -2.614
H -0.681 2.103 -4.665
H -2.313 2.316 -5.232
H -1.275 -1.253 -5.407
H -1.105 0.169 -6.501
H -2.699 -0.459 -6.234
C -5.194 -0.328 2.874
C -4.239 -0.549 1.683
C -5.166 -0.687 0.405
O -4.487 -0.831 -0.805
C -5.120 -1.265 -2.038
N -3.424 0.717 1.633
H -2.488 0.438 1.375
H -3.641 1.559 1.119
H -3.288 0.975 2.600
H -5.726 0.623 2.854
H -4.658 -0.146 3.805
H -5.924 -1.131 2.980
H -3.512 -1.346 1.841
H -5.801 0.198 0.390
H -5.802 -1.571 0.461
H -4.630 -1.110 -2.999
H -6.105 -0.837 -2.225
H -5.308 -2.313 -1.803
```

Computed properties:
Lowest unoccupied orbital energy   -0.424 Eh
M   816.14 g/mol
E_tot   -80468.853 eV
Charge   +5
Frontier orbital gap   8.122 eV